# 1
{"formula": "C48H60FN8O6S", "method": "ωB97M-V/def2-TZVPD", "e_lumo_ev": 1.381, "spin_multiplicity": 1, "total_charge": -1, "homo_ev": -5.19, "max_force_ev_per_a": 3.2, "homo_lumo_gap_ev": 6.6, "molar_mass_da": 896.1, "elements": ["S", "F", "O", "O", "O", "O", "O", "O", "N", "N", "N", "N", "N", "N", "N", "N", "C", "C", "C", "C", "C", "C", "C", "C", "C", "C", "C", "C", "C", "C", "C", "C", "C", "C", "C", "C", "C", "C", "C", "C", "C", "C", "C", "C", "C", "C", "C", "C", "C", "C", "C", "C", "C", "C", "C", "C", "C", "C", "C", "C", "C", "C", "C", "C", "H", "H", "H", "H", "H", "H", "H", "H", "H", "H", "H", "H", "H", "H", "H", "H", "H", "H", "H", "H", "H", "H", "H", "H", "H", "H", "H", "H", "H", "H", "H", "H", "H", "H", "H", "H", "H", "H", "H", "H", "H", "H", "H", "H", "H", "H", "H", "H", "H", "H", "H", "H", "H", "H", "H", "H", "H", "H", "H", "H"], "positions_angstrom": [[1.86, 2.57, 4.81], [4.20, 0.32, 1.87], [0.04, 1.82, 2.29], [4.89, 3.34, 5.33], [1.62, 1.02, 4.36], [4.19, 5.34, 4.73], [0.63, 3.31, 4.72], [2.28, 2.51, 6.17], [-0.69, -5.57, 0.15], [0.34, 6.10, 7.50], [-1.92, 5.27, 5.50], [1.62, -7.08, -4.30], [0.68, -1.82, -9.68], [-1.86, 6.12, -2.50], [-4.39, -5.75, 2.21], [4.11, -3.13, -8.16], [-1.02, -0.61, 4.15], [1.27, -2.29, -11.76], [3.62, 1.04, 2.91], [1.70, 6.96, 9.01], [-1.69, 7.10, -4.48], [-5.25, -3.73, 2.52], [-3.37, 6.40, 6.74], [-3.00, 1.99, 0.33], [0.75, -8.04, -4.74], [-5.74, -4.59, 3.54], [-2.81, -0.24, 1.16], [5.56, -4.62, -7.40], [-0.18, -2.79, -10.12], [1.57, -1.51, -10.68], [-1.98, 7.31, -3.16], [5.34, -2.71, -8.57], [-0.91, -1.02, 2.63], [3.82, 2.54, 2.71], [6.27, -3.61, -8.11], [0.36, -6.35, 0.57], [3.06, 3.43, 3.75], [0.95, -5.24, -1.29], [-1.11, 1.35, 1.70], [-5.20, -5.83, 3.32], [0.57, 6.43, 9.67], [-1.82, 2.28, 0.96], [-1.38, 5.72, -4.63], [-3.50, 0.71, 0.44], [4.13, 4.09, 4.70], [-0.34, -4.89, -0.98], [1.39, -6.16, -0.31], [-2.76, 5.18, 6.57], [1.53, 6.75, 7.67], [2.50, -6.76, -5.30], [-1.99, 6.53, 4.97], [-4.42, -4.47, 1.72], [-1.62, 0.05, 1.80], [-0.25, 5.90, 8.71], [2.20, -7.54, -6.39], [-1.49, 5.14, -3.39], [-2.88, 7.26, 5.72], [-3.78, 3.05, -0.43], [1.09, -8.35, -6.03], [4.23, -4.30, -7.46], [2.13, 0.69, 3.07], [0.16, -3.10, -11.41], [-1.53, -2.43, 2.50], [1.25, 1.18, 1.88], [0.60, -9.08, -6.66], [-3.86, -6.50, 1.83], [-6.42, -4.34, 4.33], [0.16, -1.11, 2.43], [-1.40, 6.81, 4.11], [-1.59, -5.51, 0.61], [-0.79, -3.21, 2.73], [-1.89, -1.07, 4.62], [-0.04, 5.82, 6.61], [2.72, -7.53, -7.33], [-0.96, -3.16, -9.48], [-0.03, -8.42, -4.10], [3.24, -2.66, -8.36], [4.14, 0.77, 3.84], [4.89, 2.76, 2.81], [-1.90, -2.64, 1.48], [2.35, -6.64, -0.26], [0.28, -6.96, 1.45], [-4.45, 0.43, -0.02], [1.79, -2.28, -12.70], [-1.35, 4.13, -3.07], [-1.70, 7.85, -5.26], [2.55, 4.24, 3.23], [0.66, -1.40, -8.77], [-1.20, 5.40, 8.78], [-2.26, 8.21, -2.63], [-3.15, 8.29, 5.55], [-4.40, 3.55, 0.33], [-2.01, 5.98, -1.52], [0.38, 6.42, 10.74], [-1.34, 4.53, 5.15], [7.33, -3.55, -8.27], [2.55, 7.45, 9.47], [-2.34, -2.57, 3.21], [3.53, 2.84, 1.70], [-1.03, -4.22, -1.46], [-1.15, 0.48, 4.18], [1.60, -6.66, -3.39], [1.00, 0.32, 1.25], [1.51, -4.86, -2.13], [2.16, 6.99, 6.83], [5.98, -5.48, -6.91], [-3.86, -4.20, 0.85], [3.36, -4.79, -7.05], [2.09, -0.41, 3.02], [-0.33, -3.83, -12.03], [-3.27, -1.22, 1.22], [2.33, -0.76, -10.53], [-5.31, -6.76, 3.85], [-2.85, 4.26, 7.12], [-0.13, -0.94, 4.69], [-3.13, 3.81, -0.86], [-4.48, 2.60, -1.14], [-4.09, 6.64, 7.50], [-1.11, 5.21, -5.54], [3.26, -6.02, -5.15], [1.78, 1.88, 1.22], [-5.48, -2.68, 2.40], [-1.43, 3.30, 0.87], [5.46, -1.81, -9.15]]}

***

# 2
{"formula": "CClNO2P", "method": "ωB97M-V/def2-TZVPD", "e_lumo_ev": 3.723, "de_lowest_kj_mol": 43.8, "spin_multiplicity": 1, "total_charge": -1, "homo_ev": -5.76, "max_force_ev_per_a": 6.2, "homo_lumo_gap_ev": 9.5, "smiles": "N#C[P@](=O)([O-])Cl", "molar_mass_da": 124.4, "elements": ["Cl", "P", "O", "O", "N", "C"], "positions_angstrom": [[1.99, -0.18, -1.51], [0.75, 0.07, 0.18], [0.82, 1.55, 0.64], [1.09, -0.93, 1.16], [-2.06, -0.24, -0.38], [-0.92, -0.15, -0.40]]}

***

# 3
{"formula": "C21H27FN4O2", "method": "ωB97M-V/def2-TZVPD", "e_lumo_ev": 0.805, "de_lowest_kj_mol": 141.1, "spin_multiplicity": 1, "homo_ev": -7.65, "max_force_ev_per_a": 1.4, "homo_lumo_gap_ev": 8.5, "smiles": "O=C(CCc1nnc(C2CCCCC2)o1)N1CCN(c2ccccc2F)CC1", "molar_mass_da": 386.5, "elements": ["F", "O", "O", "N", "N", "N", "N", "C", "C", "C", "C", "C", "C", "C", "C", "C", "C", "C", "C", "C", "C", "C", "C", "C", "C", "C", "C", "C", "H", "H", "H", "H", "H", "H", "H", "H", "H", "H", "H", "H", "H", "H", "H", "H", "H", "H", "H", "H", "H", "H", "H", "H", "H", "H", "H"], "positions_angstrom": [[-4.38, 2.10, 0.54], [1.40, -0.64, 0.97], [-3.66, -0.67, 2.11], [-3.15, 0.46, -1.56], [0.02, -1.62, -0.42], [1.15, -1.32, -1.10], [-3.72, -1.49, 0.02], [-1.07, 1.44, -0.83], [4.31, -1.09, 0.37], [-1.96, -2.23, 1.60], [5.75, -0.65, 0.12], [-3.04, 2.05, 0.34], [-2.29, 2.83, 1.20], [1.95, -0.75, -0.26], [-3.17, -1.38, 1.25], [-0.75, -1.34, 1.94], [5.90, 0.85, 0.37], [3.34, -0.30, -0.52], [-4.58, 0.27, -1.44], [-0.32, 2.22, 0.02], [3.50, 1.20, -0.27], [-3.10, -1.98, -1.19], [-2.46, 1.28, -0.68], [-2.55, -0.78, -2.01], [-0.92, 2.91, 1.07], [0.18, -1.21, 0.80], [-4.90, -0.69, -0.28], [4.94, 1.63, -0.52], [-2.25, -2.77, 2.50], [-0.34, 3.51, 1.74], [6.93, 1.15, 0.17], [5.04, 2.70, -0.32], [-2.28, -2.66, -0.97], [-1.69, -2.95, 0.84], [4.05, -0.91, 1.42], [-3.87, -2.52, -1.76], [-2.79, -0.91, -3.07], [-5.09, 1.22, -1.32], [-0.19, -1.75, 2.78], [4.20, -2.16, 0.17], [2.83, 1.75, -0.93], [-4.92, -0.16, -2.39], [-2.82, 3.37, 1.97], [0.74, 2.31, -0.14], [5.19, 1.47, -1.57], [5.69, 1.06, 1.42], [-1.10, -0.35, 2.24], [-1.48, -0.76, -1.89], [6.42, -1.21, 0.76], [-5.17, -0.15, 0.63], [-5.73, -1.36, -0.55], [6.01, -0.87, -0.92], [-0.57, 0.95, -1.64], [3.22, 1.42, 0.77], [3.55, -0.52, -1.57]]}